{
  "formula": "C6H12NOP",
  "method": "ωB97M-V/def2-TZVPD",
  "elements": ["C", "C", "C", "C", "C", "C", "N", "O", "P", "H", "H", "H", "H", "H", "H", "H", "H", "H", "H", "H", "H"],
  "xyz": [[0.45815, 1.48037, 0.58872], [-1.57574, -0.05429, 0.47502], [-1.11064, 0.33733, 1.92683], [-0.43531, 0.05838, -0.55227], [1.93347, -1.01914, -0.66934], [0.37457, -1.20834, -0.63567], [-0.15218, 1.39101, 1.77113], [1.41190, 2.06452, 0.17293], [-0.66242, 1.10829, -2.10927], [-1.68373, -1.17730, 0.45580], [-2.47577, 0.36551, 0.00865], [-1.99479, 0.56702, 2.54900], [-0.66419, -0.43476, 2.40855], [2.15371, 0.04964, -1.05336], [2.26546, -1.85377, -1.23804], [2.12656, -1.07448, 0.33348], [0.05886, -1.90130, 0.16109], [0.15880, -1.74035, -1.55034], [-0.09742, 1.98061, 2.56084], [-0.70291, -0.08891, -2.87273], [0.61362, 1.14995, -2.73102]],
  "forces_ev_per_a": [[0.01, -2.72, -2.38], [0.29, -2.41, -1.29], [-2.66, 1.56, -2.47], [1.57, 3.54, 2.69], [-2.72, 2.16, -1.68], [0.88, 0.20, -0.42], [-0.93, -0.19, -0.17], [-0.11, 0.79, 0.48], [-0.23, -1.45, 0.19], [-0.85, 1.08, 0.45], [-0.04, 0.36, 1.04], [0.42, 0.56, -0.34], [1.38, -2.78, 1.15], [0.04, -2.09, 0.35], [1.13, -0.26, -0.39], [1.64, -0.08, 2.43], [0.43, 0.24, -0.03], [-0.66, -0.04, -0.51], [0.86, 1.11, 0.39], [-0.89, 0.05, -0.37], [0.44, 0.37, 0.90]],
  "largest_force_ev_per_a": 4.71,
  "total_energy_ev": -19240.2738,
  "lumo_energy_ev": 0.81,
  "de_lowest_kj_mol": 228.2,
  "mol_weight_da": 145.14,
  "gap_ev": 9.18
}